Record 1
Density functional theory data (the ωB97M-V functional and the def2-TZVPD basis) for a 2-piece molecular cluster, C4H12N2O overall at a distorted geometry.

```
19
Properties=species:S:1:pos:R:3:forces:R:3
N -0.410984 2.080908 -0.548124 -0.2 2.0 -1.4
H -1.628040 -0.091146 2.393714 0.1 -0.2 0.2
C 2.050360 -0.419340 -1.121978 0.0 0.7 0.7
H -1.369207 -1.710563 -1.529468 -0.1 -0.1 -0.1
H -1.933002 -0.046107 -1.224770 0.1 0.0 0.0
H 0.273614 -1.440825 0.388721 0.1 0.1 -0.1
N 0.684265 0.034154 -1.062514 1.0 -0.5 -2.1
C -0.162074 -0.586176 -0.161071 -1.5 0.2 2.7
H 2.395666 -0.832066 -0.166479 0.1 -0.2 -0.1
H 0.241758 2.410802 0.162305 0.0 0.2 -0.2
O -0.412562 0.490720 0.842083 0.5 -1.1 0.3
H 2.182448 -1.145214 -1.933484 -0.2 -0.1 0.1
H 0.127503 2.002141 -1.416411 0.0 0.2 0.2
H -2.191537 -1.311814 -0.008782 0.0 -0.1 0.1
C -1.508900 -0.941279 -0.772333 0.3 0.0 -0.1
H -0.544117 1.236152 2.735152 0.3 0.0 -0.2
H 0.125325 -0.442050 2.584191 -0.1 0.1 0.4
C -0.612128 0.279554 2.218296 -0.3 -1.1 -0.5
H 2.691612 0.432150 -1.379049 -0.1 -0.1 0.0
```
Forces are in eV/Å.

Results
Total charge   0
HOMO-LUMO gap (alpha / beta)   7.8841 / 9.9953 eV
Spin multiplicity   1
Molar mass   104.2 g/mol
E_HOMO (alpha / beta)   -8.343 / -9.242 eV
Lowest unoccupied orbital energy (alpha / beta)   -0.46 / 0.75 eV

These are the Mulliken partial charges, in e, on atoms 1 to 2: N -0.53; H 0.29

Record 2
Density functional theory data (the ωB97M-V functional and the def2-TZVPD basis) for a 3-piece molecular cluster, C4H13NO3 overall at a distorted geometry.

```
21
Properties=species:S:1:pos:R:3:forces:R:3
H 0.101799 2.026268 1.038299 -0.9 0.4 -0.5
H -3.042132 -4.358660 5.167161 1.7 -0.6 -2.0
N 1.514262 0.702107 0.514645 2.8 2.4 -2.1
H -1.899433 2.350434 -1.657173 -0.2 -0.1 -0.3
H 0.525897 2.930858 -1.112391 -0.8 -2.1 -1.0
H 1.608386 -0.040733 1.116233 -0.2 -1.8 1.6
O -2.398761 -4.442053 4.370685 -2.1 -2.9 3.4
H -1.562851 0.570930 -1.883225 0.9 2.7 -0.4
C 0.111083 1.826308 -1.262438 3.8 0.3 0.6
C -1.135417 1.676184 -2.059826 -3.2 -2.4 1.2
H -1.194165 -0.181567 1.564441 0.6 0.4 -1.5
H -1.190427 1.714240 -3.146728 1.0 0.6 0.0
H 3.415083 -1.570097 -2.712133 -0.8 0.0 -1.0
C 0.237959 1.292205 0.236142 -2.1 -1.7 0.6
H 2.338069 1.351779 0.652607 -1.7 -0.9 -0.3
H -2.357382 -3.573998 4.116410 0.4 3.5 -1.4
O 3.334419 -1.479636 -1.782136 4.0 -0.6 0.5
H 2.523300 -1.332562 -1.403046 -3.2 0.6 0.5
H 0.891664 1.166550 -1.790489 -0.7 1.4 0.8
C -0.784280 0.037808 0.483575 0.9 1.3 0.4
O -1.037074 -0.666356 -0.450603 -0.1 -0.7 0.9
```
Forces are in eV/Å.

Results
Total charge   0
SMILES string   CC[C@H](N)C=O.O.O
HOMO-LUMO gap   9.9697 eV
Spin multiplicity   1
Molar mass   123.2 g/mol
E_HOMO   -9.399 eV
Lowest unoccupied orbital energy   0.57 eV

These are the Mulliken partial charges, in e, on atoms 1 to 2: H 0.30; H 0.33

Record 3
Density functional theory data (the ωB97M-V functional and the def2-TZVPD basis) for a 2-piece molecular cluster, C5H4N2O overall at a distorted geometry.

```
12
Properties=species:S:1:pos:R:3:forces:R:3
H -0.086911 -0.337997 -1.375457 -0.4 -0.9 0.9
O 0.943260 1.469115 1.327237 0.4 1.4 1.2
N 2.785600 0.572994 -1.617050 -0.8 0.2 0.9
N 0.736066 -2.614241 0.651985 0.2 -0.3 0.6
C -1.604318 0.133887 0.219262 0.8 1.4 0.2
H -1.668628 0.563433 1.245338 1.4 -0.2 -0.3
C 2.102443 0.830435 -0.713022 1.9 0.3 -1.3
H -1.843189 1.006127 -0.413452 0.0 -0.6 0.0
C 1.155236 0.975252 0.306593 -3.1 -3.7 -1.2
H -2.476175 -0.454028 0.327348 -0.8 -1.4 -0.8
C -0.289320 -0.519832 -0.292707 -0.1 5.3 0.1
C 0.245940 -1.625149 0.333922 0.5 -1.6 -0.4
```
Forces are in eV/Å.

Results
Total charge   0
HOMO-LUMO gap (alpha / beta)   8.1056 / 8.1062 eV
Spin multiplicity   1
Molar mass   108.1 g/mol
E_HOMO (alpha / beta)   -9.464 / -9.464 eV
Lowest unoccupied orbital energy (alpha / beta)   -1.36 / -1.36 eV

These are the Mulliken partial charges, in e, on atoms 1 to 2: H 0.42; O -0.33

Record 4
Density functional theory data (the ωB97M-V functional and the def2-TZVPD basis) for a 2-piece molecular cluster, C5H11O2 overall at a distorted geometry.

```
18
Properties=species:S:1:pos:R:3:forces:R:3
O -2.036242 -0.213268 -1.324711 -0.4 -0.3 -0.1
H 1.167292 -0.209044 1.863279 0.5 -0.1 0.1
H 3.328629 1.177009 1.217947 -0.4 -0.2 0.4
C 1.031071 -0.591305 0.845839 0.1 0.8 0.3
H 1.166787 -1.676796 0.900491 -0.3 -0.1 -0.2
O -4.050452 1.303214 -0.562839 0.6 0.0 0.3
C -0.399307 -0.198133 0.461909 -0.5 -1.7 -0.8
H 1.784373 -0.032922 -1.120690 0.5 -0.9 -0.1
C -0.998232 -0.887878 -0.825509 1.3 0.4 0.0
H -3.771324 1.352206 0.360787 -0.3 0.1 -0.1
H -1.115099 -1.960968 -0.508816 -0.6 0.0 -0.1
H 3.802407 1.031982 -0.498153 -0.5 0.7 -0.4
H -0.559562 0.861559 0.263392 0.2 0.1 0.6
C 3.005753 0.881586 0.228758 1.4 -1.2 0.0
H -3.244062 0.799451 -0.913125 -0.3 -0.3 -0.1
H -1.016697 -0.642149 1.251397 -0.3 0.9 0.2
C 2.064855 -0.016335 -0.067144 -1.0 1.5 -0.1
H -0.160192 -0.978201 -1.572808 0.0 0.1 0.0
```
Forces are in eV/Å.

Results
Total charge   -1
HOMO-LUMO gap   6.8165 eV
Spin multiplicity   1
Molar mass   103.1 g/mol
E_HOMO   -3.085 eV
Lowest unoccupied orbital energy   3.73 eV

These are the Mulliken partial charges, in e, on atoms 1 to 2: O -0.85; H 0.26

Record 5
Density functional theory data (the ωB97M-V functional and the def2-TZVPD basis) for a 2-piece molecular cluster, C5H11NO2 overall at a distorted geometry.

```
19
Properties=species:S:1:pos:R:3:forces:R:3
C -0.467688 -1.139206 0.725961 -1.5 -0.7 2.4
H 0.575844 1.701891 1.686359 0.1 -0.1 0.0
H -0.007245 -0.198085 -1.881657 0.3 0.1 -0.5
N 0.341465 -1.669084 -0.371309 -0.4 1.4 -1.3
H 3.585164 -0.614840 0.625182 0.3 0.0 0.0
C -0.960249 1.331464 0.246337 1.8 1.8 0.1
O 2.678599 -0.838358 0.429386 -1.0 0.1 -0.1
H 0.822432 -1.750441 -2.376527 -0.1 0.6 0.1
C -1.401548 -0.051870 0.399278 0.9 -0.4 -1.9
H 1.309562 -1.397796 -0.168618 1.1 0.0 0.2
H 1.169187 0.837934 0.257706 -0.1 -0.2 0.4
C 0.478461 1.635470 0.599027 0.4 -1.0 0.0
H 0.916505 2.512450 0.151976 -0.6 0.6 -0.2
H -0.901769 -1.731912 -2.074891 0.0 0.3 0.1
H -2.340435 -0.224146 -0.126504 -0.3 -0.2 0.7
C 0.046134 -1.273273 -1.762812 -0.3 -1.3 0.2
H -1.023020 -1.952337 1.204850 0.1 0.0 -0.1
O -1.695543 2.226672 -0.135765 -0.7 -0.8 -0.1
H 0.274645 -0.773255 1.449295 0.0 -0.1 0.0
```
Forces are in eV/Å.

Results
Total charge   0
HOMO-LUMO gap   4.1443 eV
Spin multiplicity   1
Molar mass   117.1 g/mol
E_HOMO   -8.238 eV
Lowest unoccupied orbital energy   -4.09 eV

These are the Mulliken partial charges, in e, on atoms 1 to 2: C -0.80; H 0.31